Model A:
Entry from the OMol25 dataset: a structure of composition C10H12N3O (the ωB97M-V functional and the def2-TZVPD basis).

The value obtained for the HOMO-LUMO gap is 8.1 eV. Its net charge is +1. As for the molar mass: 190.2 g mol⁻¹.

XYZ file:
```
26
Properties=species:S:1:pos:R:3:mulliken_charge:R:1
C -0.160 0.413 3.755 -0.535
C -0.768 1.138 2.735 -0.646
C 0.673 -0.626 3.407 -0.359
C -0.592 0.819 1.405 -0.223
C 0.872 -0.902 2.035 -0.859
C 0.112 -0.270 1.051 1.276
C 0.642 -2.327 -1.780 -0.156
C -1.908 0.951 -1.171 0.091
C -0.482 -1.464 -2.361 -0.687
C -0.384 -0.260 -1.390 -0.371
N 0.910 -1.939 -0.589 -0.820
N 0.190 -0.798 -0.226 0.644
N 0.662 0.848 -2.054 -0.268
O -1.745 2.003 -1.757 -0.471
H -0.357 0.556 4.808 0.391
H -1.302 2.100 2.835 0.333
H 1.086 -1.189 4.295 0.314
H -1.231 1.192 0.644 0.123
H 1.463 -1.716 1.834 0.468
H 1.283 -3.231 -2.027 0.441
H -2.810 0.677 -0.663 0.525
H -0.427 -1.202 -3.441 0.451
H -1.441 -2.083 -2.144 0.305
H 1.372 0.981 -1.359 0.343
H 0.223 1.764 -2.315 0.360
H 0.959 0.372 -2.911 0.328
```

Model B:
Entry from the OMol25 dataset: the ion C10H12N3O with charge +1 (the ωB97M-V functional and the def2-TZVPD basis).

The value obtained for the HOMO-LUMO gap (alpha / beta) is 7.1 / 7.1 eV. Its net charge is +1. As for the molar mass: 190.2 g mol⁻¹.

XYZ file:
```
26
Properties=species:S:1:pos:R:3:mulliken_charge:R:1
C -3.714 0.579 -0.439 -0.464
C -3.583 -0.798 -0.066 -0.489
C -2.597 1.350 -0.393 -0.705
C -2.361 -1.321 0.177 -0.714
C -1.438 0.861 0.310 0.263
C -1.184 -0.507 0.274 0.927
C -0.420 1.709 0.518 0.493
C 2.581 -1.054 0.316 -0.937
C 3.061 0.354 0.498 -0.481
C 1.277 -1.004 -0.475 0.178
N 0.020 -1.132 0.521 -0.306
N 1.245 0.124 -1.173 -0.896
N 2.243 1.054 -0.634 0.179
O 0.484 2.454 0.658 -0.436
H -4.666 0.920 -0.689 0.478
H -4.585 -1.187 0.062 0.386
H -2.676 2.469 -0.506 0.337
H -2.278 -2.376 0.330 0.323
H 3.408 -1.443 -0.171 0.423
H 2.602 -1.556 1.227 0.436
H 2.872 0.936 1.399 0.282
H 4.186 0.359 0.290 0.315
H 1.137 -1.840 -1.131 0.490
H -0.152 -2.198 0.604 0.315
H 1.792 1.854 -0.080 0.283
H 2.746 1.392 -1.428 0.318
```

Relative energies, unit eV: model A 0.000; model B 0.715

Model A:
Entry from the OMol25 dataset: a cluster of 2 separate species, C28H37N4O in total (the ωB97M-V functional and the def2-TZVPD basis).

The value obtained for the HOMO-LUMO gap is 5.6 eV. Its net charge is +1. As for the molar mass: 445.6 g mol⁻¹.

XYZ file:
```
70
Properties=species:S:1:pos:R:3:mulliken_charge:R:1
C -0.130 -1.317 1.529 -0.194
C 1.373 -1.330 1.525 -0.879
N 1.893 0.077 1.526 -0.238
C 1.385 0.783 0.305 -0.718
C -0.117 0.791 0.311 -0.316
N -0.654 0.096 1.541 -0.230
C -0.109 0.792 2.754 -0.310
C 1.395 0.783 2.748 -0.800
H -0.522 -1.794 0.624 0.577
H -0.519 -1.817 2.423 -0.058
H 1.764 -1.824 2.421 0.416
H 1.759 -1.817 0.622 0.263
H 1.787 1.802 0.322 0.386
H 1.772 0.239 -0.564 0.237
H -0.494 1.820 0.316 0.049
H -0.505 0.248 -0.557 0.563
H -0.487 1.821 2.743 0.195
H -0.495 0.262 3.632 0.436
H 1.784 0.243 3.618 0.298
H 1.793 1.804 2.726 0.338
C -8.225 5.134 1.950 -0.930
N -6.951 4.482 1.742 0.272
C -6.021 4.994 0.886 0.208
O -6.160 6.007 0.207 -0.683
C -4.795 4.077 0.931 -0.009
C -3.555 4.812 1.446 -0.430
C -3.124 5.959 0.554 0.607
C -3.103 7.264 1.057 -0.318
C -2.760 8.331 0.224 -0.625
C -2.421 8.088 -1.114 -0.421
C -2.416 6.778 -1.610 -0.730
C -2.760 5.712 -0.773 -0.239
N -5.248 2.992 1.814 0.621
C -4.483 1.910 2.069 0.201
C -4.862 0.870 2.915 0.271
C -4.126 -0.275 3.213 -0.552
C -4.597 -1.314 4.095 0.685
C -3.797 -2.461 4.364 -0.104
C -4.241 -3.474 5.210 -0.775
C -5.502 -3.387 5.824 -0.335
C -6.311 -2.269 5.579 -0.790
C -5.873 -1.252 4.734 -0.326
C -6.602 3.206 2.358 -0.027
C -6.586 3.386 3.883 -1.493
C -7.586 2.134 1.870 -1.503
H -8.241 6.070 1.386 0.388
H -9.053 4.500 1.611 0.303
H -8.377 5.353 3.013 0.304
H -4.613 3.685 -0.090 0.406
H -3.786 5.195 2.454 0.370
H -2.742 4.075 1.543 0.127
H -3.386 7.427 2.100 0.313
H -2.765 9.347 0.624 0.371
H -2.159 8.921 -1.768 0.375
H -2.149 6.578 -2.650 0.378
H -2.761 4.682 -1.141 0.304
H -3.516 1.878 1.560 0.781
H -5.836 0.964 3.389 -0.761
H -3.140 -0.400 2.751 0.389
H -2.817 -2.528 3.886 0.382
H -3.607 -4.343 5.399 0.392
H -5.852 -4.180 6.487 0.391
H -7.293 -2.187 6.050 0.392
H -6.528 -0.396 4.564 0.343
H -5.937 4.237 4.135 0.325
H -7.604 3.587 4.240 0.485
H -6.201 2.502 4.394 0.413
H -7.596 2.146 0.771 0.365
H -7.295 1.136 2.198 0.411
H -8.591 2.356 2.248 0.463
```

Model B:
Entry from the OMol25 dataset: a cluster of 2 separate species, C28H37N4O in total (the ωB97M-V functional and the def2-TZVPD basis).

The value obtained for the HOMO-LUMO gap is 6.7 eV. Its net charge is +1. As for the molar mass: 445.6 g mol⁻¹.

XYZ file:
```
70
Properties=species:S:1:pos:R:3:mulliken_charge:R:1
C 2.728 4.742 -0.630 -0.937
N 2.440 3.339 -0.809 0.273
C 3.429 2.443 -1.098 0.193
O 4.615 2.716 -1.255 -0.691
C 2.779 1.061 -1.186 -0.011
C 3.324 0.099 -0.127 -0.553
C 4.806 -0.173 -0.275 0.458
C 5.691 0.159 0.756 -0.317
C 7.066 -0.009 0.581 -0.619
C 7.552 -0.560 -0.614 -0.412
C 6.663 -0.935 -1.630 -0.753
C 5.288 -0.751 -1.454 -0.189
N 1.354 1.367 -1.013 0.546
C 0.425 0.385 -1.033 0.293
C -0.933 0.583 -0.798 0.499
C -1.937 -0.380 -0.713 -0.413
C -3.328 -0.018 -0.682 0.536
C -4.344 -0.991 -0.896 -0.673
C -5.687 -0.667 -0.789 -0.509
C -6.090 0.643 -0.501 1.151
C -7.540 0.959 -0.319 -1.420
C -5.116 1.639 -0.378 -0.882
C -3.766 1.330 -0.482 -0.628
C 1.090 2.800 -0.757 0.089
C 0.499 3.048 0.636 -1.536
C 0.241 3.458 -1.854 -1.610
H 3.808 4.889 -0.697 0.379
H 2.231 5.343 -1.401 0.302
H 2.376 5.085 0.350 0.305
H 2.959 0.649 -2.196 0.425
H 3.118 0.533 0.867 0.368
H 2.754 -0.840 -0.207 0.292
H 5.287 0.581 1.679 0.316
H 7.753 0.293 1.374 0.374
H 8.626 -0.692 -0.754 0.375
H 7.032 -1.367 -2.563 0.374
H 4.577 -1.035 -2.234 0.342
H 0.801 -0.607 -1.310 0.837
H -1.268 1.613 -0.724 -0.910
H -1.684 -1.443 -0.677 0.382
H -4.041 -2.005 -1.172 0.453
H -6.452 -1.436 -0.907 0.408
H -7.682 2.023 -0.106 0.367
H -8.117 0.703 -1.217 0.337
H -7.971 0.381 0.510 0.332
H -5.428 2.665 -0.179 0.295
H -3.046 2.149 -0.418 0.278
H 1.203 2.686 1.399 0.336
H 0.336 4.125 0.769 0.485
H -0.453 2.527 0.761 0.425
H 0.774 3.382 -2.812 0.379
H -0.733 2.974 -1.953 0.353
H 0.089 4.516 -1.606 0.481
C 0.486 -2.908 0.953 -0.680
C -0.889 -3.328 1.424 0.170
N -1.951 -2.749 0.976 -0.130
C -3.219 -3.336 1.405 -0.797
C -3.213 -3.959 2.786 -0.639
C -2.065 -4.933 2.923 -0.689
N -0.879 -4.352 2.313 -0.179
H 1.270 -3.325 1.594 0.418
H 0.648 -3.254 -0.077 0.247
H 0.559 -1.816 0.950 0.027
H -3.950 -2.523 1.336 0.392
H -3.504 -4.130 0.687 0.277
H -3.097 -3.166 3.532 0.324
H -4.161 -4.478 2.945 0.374
H -1.853 -5.126 3.978 0.364
H -2.313 -5.891 2.445 0.320
H 0.032 -4.707 2.573 0.226
```

Relative energies, unit eV: model A 1.274; model B 0.000

Model A:
Entry from the OMol25 dataset: a cluster of 2 separate species, C3H13N3O in total (the ωB97M-V functional and the def2-TZVPD basis).

The value obtained for the HOMO-LUMO gap is 10.0 eV. As for the molar mass: 107.2 g mol⁻¹.

XYZ file:
```
20
Properties=species:S:1:pos:R:3:mulliken_charge:R:1
N -2.317 -0.011 -1.106 -0.567
C -1.244 -0.950 -1.346 -0.619
C -0.430 -1.257 -0.093 -0.702
N 0.169 -0.011 0.408 -0.317
C 1.297 -0.312 1.326 -0.716
N 1.884 0.809 1.991 -0.657
H -2.556 0.571 -1.903 0.203
H -3.179 -0.461 -0.851 0.201
H -0.557 -0.634 -2.133 0.362
H -1.593 -1.914 -1.734 0.369
H -1.012 -1.683 0.729 0.376
H 0.362 -1.932 -0.404 0.327
H -0.487 0.554 0.924 0.272
H 2.094 -0.880 0.848 0.343
H 0.888 -1.038 2.049 0.430
H 2.143 1.524 1.317 0.316
H 1.162 1.294 2.527 0.282
O 1.481 2.065 -0.752 -0.699
H 0.738 1.488 -0.463 0.473
H 1.159 2.777 -1.335 0.322
```

Model B:
Entry from the OMol25 dataset: a structure of composition C3H13N3O (the ωB97M-V functional and the def2-TZVPD basis).

The value obtained for the HOMO-LUMO gap is 8.4 eV. As for the molar mass: 107.2 g mol⁻¹.

XYZ file:
```
20
Properties=species:S:1:pos:R:3:mulliken_charge:R:1
C -0.319 2.144 0.549 -0.086
C -1.624 0.300 -0.047 -1.058
N -1.993 -0.262 1.251 -0.488
O 0.926 2.050 0.453 -0.653
H 1.385 0.385 0.376 0.441
H -1.272 -0.879 1.605 0.223
H -2.869 -0.772 1.227 0.206
H -0.864 2.798 -0.150 0.295
H -0.827 1.969 1.508 0.307
H -1.741 -0.420 -0.887 0.338
H -2.339 1.080 -0.310 0.366
C 1.612 -0.505 -1.476 -0.904
N 1.015 -0.447 -0.135 0.033
N 1.128 -1.622 0.665 -0.674
H -0.202 -0.016 -0.152 0.187
H 2.105 -1.902 0.733 0.266
H 0.611 -2.369 0.210 0.231
H 1.506 0.481 -1.924 0.290
H 1.086 -1.250 -2.076 0.326
H 2.674 -0.764 -1.423 0.354
```

Relative energies, unit eV: model A 0.000; model B 4.058

Model A:
Entry from the OMol25 dataset: a cluster of 2 separate species, C7H15N in total (the ωB97M-V functional and the def2-TZVPD basis).

The value obtained for the HOMO-LUMO gap is 10.2 eV. As for the molar mass: 113.2 g mol⁻¹.

XYZ file:
```
23
Properties=species:S:1:pos:R:3:mulliken_charge:R:1
C -1.804 3.295 1.666 -1.143
C -1.217 1.996 1.145 0.057
C -1.494 1.575 -0.083 -0.149
C -0.944 0.356 -0.730 -1.048
H -2.491 3.028 2.475 0.275
H -1.050 3.970 2.069 0.316
H -2.371 3.743 0.852 0.297
H -0.482 1.544 1.807 0.344
H -1.989 2.262 -0.769 0.207
H -0.470 -0.311 -0.015 0.074
H -0.269 0.450 -1.592 0.364
H -1.716 -0.206 -1.273 0.405
C -0.054 -3.135 -0.975 -0.385
N 0.943 -2.433 -1.312 -0.364
C 1.961 -2.178 -0.306 -0.309
C 2.428 -0.708 -0.372 -0.904
H -0.341 -3.201 0.083 0.279
H -0.609 -3.679 -1.733 0.286
H 1.587 -2.418 0.703 0.299
H 2.798 -2.852 -0.491 0.388
H 3.351 -0.586 0.195 0.372
H 2.602 -0.403 -1.403 0.286
H 1.630 -0.110 0.060 0.053
```

Model B:
Entry from the OMol25 dataset: a structure of composition C7H15N (the ωB97M-V functional and the def2-TZVPD basis).

The value obtained for the HOMO-LUMO gap is 6.1 eV. As for the molar mass: 113.2 g mol⁻¹.

XYZ file:
```
23
Properties=species:S:1:pos:R:3:mulliken_charge:R:1
C 2.979 -0.302 0.886 -1.374
C 1.633 -0.533 0.171 0.762
C 0.918 0.792 -0.233 -1.043
C -0.101 1.207 0.735 -0.695
C -3.681 -0.191 -0.677 -1.139
C -2.366 -0.153 0.098 0.187
C -1.463 1.082 0.216 -0.176
N 1.824 -1.550 -0.841 -0.487
H 3.299 -1.273 1.453 0.299
H 3.903 0.044 0.342 0.360
H 2.969 0.521 1.660 0.344
H 0.892 -0.874 0.916 0.094
H 1.724 1.422 -0.488 0.396
H 0.471 0.541 -1.238 0.301
H -1.379 0.152 -0.746 -0.117
H 0.143 1.969 1.474 0.357
H -3.815 -1.114 -1.190 0.353
H -3.791 0.608 -1.480 0.279
H -4.476 0.051 0.006 0.354
H -2.003 -0.764 0.949 0.425
H -1.772 1.935 -0.437 0.195
H 0.938 -1.953 -1.073 0.186
H 2.615 -1.824 -1.433 0.139
```

Relative energies, unit eV: model A 0.000; model B 5.041